(1)
Below is C24H33BGaN9S as an isolated structure, with properties calculated with ωB97M-V/def2-TZVPD.

Geometry as XYZ:
```
69
Properties=species:S:1:pos:R:3:lowdin_charge:R:1
Ga 0.0466 0.1576 -0.2603 0.342
C -0.8965 -2.1676 -3.9111 -0.051
C 0.0850 -2.3709 -2.7571 -0.363
C 0.7353 -3.7540 -2.8244 -0.052
C 1.1046 -1.2785 -2.7603 -0.266
C 1.9343 -0.7916 -3.7696 0.023
C 2.6107 0.2687 -3.1986 -0.034
N 2.2059 0.4057 -1.9368 -0.015
N 1.3083 -0.5511 -1.6635 0.005
B 2.7884 1.2520 -0.7982 -0.526
N 1.7934 2.2699 -0.2008 -0.001
C 1.9405 3.5765 0.0283 -0.031
C 0.9804 3.9808 0.9368 0.025
C 0.2508 2.8276 1.2329 -0.239
N 0.7683 1.8213 0.5352 0.017
C -0.8990 2.5762 2.1536 -0.359
C -2.1139 3.4043 1.7340 -0.055
C -0.5120 2.8651 3.6067 -0.052
N 3.0536 0.2603 0.3328 -0.026
C 4.2290 0.0314 0.9263 -0.057
C 4.0252 -0.8572 1.9521 -0.012
C 2.6531 -1.1401 1.9173 -0.258
N 2.0766 -0.4578 0.9269 0.097
C 2.0063 -2.0868 2.8763 -0.367
C 2.3933 -3.5274 2.5168 -0.056
C 0.4968 -1.9247 2.9334 -0.080
H -1.7161 -2.8778 -3.8324 0.083
H -0.3948 -2.3171 -4.8647 0.080
H -1.3069 -1.1593 -3.8848 0.058
H -0.4651 -2.2857 -1.8043 0.118
H 1.2718 -3.8734 -3.7631 0.081
H -0.0310 -4.5232 -2.7607 0.080
H 1.4334 -3.8955 -2.0017 0.079
H 2.0137 -1.1428 -4.7768 0.110
H 3.3354 0.9348 -3.6189 0.128
H 3.7786 1.7995 -1.1407 0.126
H 2.7041 4.1460 -0.4636 0.128
H 0.8441 4.9669 1.3325 0.109
H -1.1497 1.5064 2.0515 0.117
H -1.8644 4.4635 1.7060 0.082
H -2.9267 3.2558 2.4431 0.076
H -2.4457 3.0886 0.7464 0.065
H -0.2765 3.9204 3.7328 0.081
H 0.3537 2.2757 3.9045 0.081
H -1.3400 2.6127 4.2661 0.080
H 5.1253 0.5136 0.5940 0.119
H 4.7476 -1.2413 2.6445 0.106
H 2.4385 -1.8651 3.8609 0.140
H 1.8259 -3.8696 1.6540 0.080
H 2.1856 -4.1885 3.3536 0.077
H 3.4540 -3.5916 2.2847 0.073
H 0.0637 -2.2449 1.9878 0.034
H 0.2170 -0.8821 3.0919 0.073
H 0.0752 -2.5284 3.7342 0.087
C -4.7597 0.5583 0.9387 -0.028
C -4.2277 0.5719 -0.4520 -0.333
C -5.0157 0.1955 -1.5411 -0.014
C -4.4067 0.1956 -2.7846 -0.130
N -3.1533 0.5729 -2.9576 0.049
C -2.4851 0.9158 -1.8651 -0.813
S -0.8504 1.4244 -2.0759 0.782
N -2.9559 0.9198 -0.6177 0.061
H -5.8334 0.7239 0.9432 0.079
H -4.2567 1.3071 1.5418 0.063
H -4.5423 -0.4176 1.3692 0.068
H -6.0468 -0.0904 -1.4057 0.104
H -4.9216 -0.1176 -3.6842 0.107
N -2.2240 -1.5735 0.9984 0.096
C -1.3364 -0.9733 0.5871 -0.256
```

Results
E_HOMO, eV: -7.96
Relative energy (zero: lowest compared OMol25 entry of this formula, charge and spin), kJ/mol: 31.2
Kohn-Sham gap, eV: 8.58
Total charge: 0
M, g mol⁻¹: 560.19



(2)
Below is C24H33Cl3CsF12MgN3O9PS as an isolated structure at a distorted geometry, with properties calculated with ωB97M-V/def2-TZVPD.

Geometry as XYZ:
```
88
Properties=species:S:1:pos:R:3:lowdin_charge:R:1
O -3.3700 1.3739 3.1208 -0.114
C -4.0522 0.8212 1.9455 -0.173
C -3.0441 0.3925 0.7426 -0.132
C -3.2117 1.4836 -0.3112 -0.179
C -2.1756 2.5329 -0.4335 -0.287
C -0.8225 2.6306 0.4524 -0.599
F 0.0103 3.6046 -0.0348 0.123
F -1.1114 2.9452 1.6793 0.117
F -0.0587 1.4661 0.4275 0.037
C -2.4583 3.6252 -1.4924 -0.270
C -3.7372 3.5266 -2.2586 -0.386
N -4.2218 4.3535 -3.1740 -0.201
S -5.6378 3.8204 -3.6487 1.090
N -5.7961 2.4638 -2.7462 -0.178
C -4.6831 2.4450 -2.0571 -0.330
C -4.3571 1.4344 -1.0591 -0.188
F -5.2089 0.4331 -0.8201 0.109
H -2.4124 1.1981 3.0566 -0.080
H -4.6837 1.6276 1.5991 0.132
H -4.6736 -0.0371 2.1995 0.117
H -1.9710 0.2831 1.0622 0.024
H -3.3563 -0.5423 0.2813 0.124
H -1.7121 4.5082 -1.7014 0.062
C -0.5950 8.0032 -1.6741 -0.122
C -1.4667 6.8221 -2.1333 -0.558
O -0.6894 5.7996 -2.5834 -0.362
H 0.0082 8.3871 -2.4980 0.060
H -1.2238 8.8269 -1.3097 0.058
H 0.0702 7.7122 -0.8601 0.061
H -2.1890 7.2534 -2.8658 0.081
H -2.1321 6.5930 -1.2536 0.084
Cs -1.0483 2.0668 -2.6243 1.503
Mg -2.0567 -0.3360 2.9462 0.964
O -0.6125 5.6451 2.9447 -0.039
H -0.8425 4.7512 2.6855 -0.006
H 0.0289 5.9318 2.2826 0.054
C 1.6970 3.5576 4.1564 -1.430
Cl 3.2510 3.8199 3.3431 0.743
Cl 0.9403 2.1536 3.3643 0.680
Cl 1.8875 3.3184 5.8637 0.683
H 1.0660 4.4254 3.9969 0.007
F 4.1073 5.6241 2.2599 -0.617
F 4.4321 5.1375 9.8063 -0.232
P 3.0896 5.4952 8.8928 0.388
F 3.2991 6.8947 9.7647 -0.231
F 1.4698 5.7347 9.1677 -0.229
F 2.8680 6.5269 7.6077 -0.230
F 2.5774 3.9708 9.3290 -0.241
F 3.8998 4.7227 7.6758 -0.255
F -0.6570 1.9576 5.0478 -0.611
C -0.2098 -7.7331 -0.4583 -0.112
O 0.8260 -7.0556 0.2284 -0.191
C 1.7948 -6.4656 -0.6303 -0.212
C 1.7324 -4.9557 -0.5485 -0.206
N 0.5026 -4.4518 -1.1571 -0.047
C 0.2537 -3.0370 -0.9060 -0.195
C 0.0078 -2.5885 0.5325 -0.223
O -1.2027 -3.0613 1.1136 -0.248
C -1.1255 -4.3473 1.7158 -0.088
H -0.8165 -8.2474 0.2850 0.089
H -0.8523 -7.0356 -1.0071 0.079
H 0.1958 -8.4752 -1.1516 0.089
H 1.6836 -6.8117 -1.6621 0.119
H 2.7762 -6.7903 -0.2742 0.126
H 2.5939 -4.5293 -1.0715 0.117
H 1.8028 -4.6785 0.5109 0.111
H -0.2792 -4.9836 -0.7966 0.073
H -0.6321 -2.7675 -1.4906 0.117
H 1.0898 -2.4588 -1.3127 0.123
H -0.0890 -1.4965 0.5104 0.097
H 0.8566 -2.8033 1.1889 0.121
H -0.1328 -4.5526 2.1196 0.096
H -1.4091 -5.1270 1.0049 0.077
H -1.8456 -4.3753 2.5336 0.086
C 3.8640 -5.0333 -6.9256 0.075
C 2.6312 -5.5474 -6.8193 -0.240
C 1.8250 -5.4168 -5.5570 -0.315
O 0.7051 -5.8917 -5.5358 0.106
C 2.4303 -4.7326 -4.4275 0.073
C 3.6640 -4.2218 -4.5291 -0.236
C 4.4597 -4.3292 -5.7997 -0.315
O 5.5661 -3.8278 -5.8315 0.115
O 4.2604 -3.5920 -3.5237 0.112
O 2.0405 -6.2011 -7.8130 0.114
H 4.4511 -5.1196 -7.8288 0.136
H 1.8463 -4.6599 -3.5164 0.113
H 5.1378 -3.3215 -3.8574 0.124
H 1.1628 -6.4626 -7.4753 0.120
```

Results
E_HOMO, eV: -5.33
Kohn-Sham gap, eV: 2.67
Total charge: -1
M, g mol⁻¹: 1062.13